4
Properties=species:S:1:pos:R:3 method="wB97M-V/def2-TZVPD" charge=-1 orbital_gap_ev=5.2 homo_energy_ev=-6.03
Ca -9.540 -4.752 -9.417
Cl -8.359 -0.952 -7.931
Br -11.969 -6.403 -6.150
Br -8.258 -5.736 -13.569

=====

42
Properties=species:S:1:pos:R:3 method="wB97M-V/def2-TZVPD" smiles="CN(CC(=O)Nc1ccccc1Cl)C(=O)c1cc(=O)[nH]c2ccccc12" orbital_gap_ev=7.1 homo_energy_ev=-8.52 e_above_lowest_ev=13.834
C 0.593 4.402 -0.268
N 0.321 3.055 0.374
C 1.339 2.294 1.035
O 2.523 2.829 1.036
C 1.114 1.118 1.377
C 0.393 1.140 2.736
C -0.058 -0.049 3.321
O -0.356 -0.410 4.487
N 0.466 -1.324 2.637
C 0.926 -1.313 1.309
C 1.168 -2.477 0.858
C 1.865 -2.385 -0.490
C 2.182 -1.175 -1.353
C 1.813 -0.047 -0.389
C 1.393 -0.078 0.776
H 2.043 1.058 -0.889
H 2.473 -1.100 -2.300
H 1.850 -3.235 -1.185
H 0.918 -3.567 1.149
H 0.024 -2.177 3.070
H 0.313 1.930 3.391
C -1.060 2.780 0.403
H -1.654 3.457 0.037
H -1.483 2.369 1.291
C -0.723 1.424 -0.698
O -0.489 1.697 -1.929
N -1.478 0.442 -0.604
C -1.461 -0.940 -0.950
C -1.064 -0.890 -2.376
C -1.063 -2.257 -3.003
C -1.418 -3.433 -2.177
C -1.818 -3.224 -1.013
C -1.984 -1.995 -0.373
Cl -2.534 -1.729 1.104
H -2.314 -4.009 -0.486
H -1.507 -4.437 -2.546
H -0.457 -2.468 -3.988
H -0.868 -0.063 -2.867
H -1.869 0.336 0.561
H 0.022 5.320 0.285
H 1.562 4.658 -0.157
H 0.358 4.476 -1.193

=====

80
Properties=species:S:1:pos:R:3 method="wB97M-V/def2-TZVPD" charge=+1 orbital_gap_ev=7.5 homo_energy_ev=-10.58 e_above_lowest_ev=0.891
Sn -0.421 0.495 0.269
Cl -0.350 1.331 3.170
C -1.980 1.919 3.325
C -2.491 2.019 4.608
C -3.773 2.509 4.790
C -4.526 2.882 3.689
C -4.003 2.750 2.416
Cl -4.994 3.220 1.076
C -2.709 2.258 2.183
S -2.155 2.173 0.515
H -1.881 1.721 5.448
H -4.178 2.611 5.786
H -5.525 3.278 3.805
C 5.015 -2.130 -1.382
C 5.024 -1.683 0.072
N 4.177 -0.509 0.341
C 4.843 0.794 0.427
C 5.038 1.435 -0.939
C 2.868 -0.677 0.475
S 1.940 0.731 0.962
N 2.402 -1.911 0.337
C 1.170 -2.204 -0.010
O 0.327 -1.371 -0.486
C 0.762 -3.626 0.063
C -0.587 -3.958 -0.011
C -0.979 -5.285 0.012
C -0.020 -6.285 0.097
C 1.327 -5.959 0.181
C 1.720 -4.632 0.165
H 5.633 -3.020 -1.491
H 5.413 -1.363 -2.044
H 4.003 -2.376 -1.701
H 6.032 -1.414 0.387
H 4.670 -2.492 0.710
H 5.796 0.635 0.930
H 4.251 1.450 1.062
H 5.674 0.829 -1.582
H 5.510 2.410 -0.822
H 4.076 1.574 -1.433
H -1.321 -3.173 -0.089
H -2.028 -5.539 -0.046
H -0.323 -7.324 0.091
H 2.069 -6.741 0.255
H 2.765 -4.365 0.221
C -0.472 0.324 -4.190
C -0.548 0.129 -2.812
N -0.184 1.057 -1.933
C 0.301 2.251 -2.392
C 0.375 2.522 -3.767
C -0.020 1.522 -4.665
C 0.836 3.802 -4.229
C 1.212 4.758 -3.360
C 1.195 4.504 -1.950
C 1.615 5.458 -1.007
C 1.601 5.139 0.325
C 1.176 3.861 0.706
N 0.775 2.957 -0.160
C 0.763 3.261 -1.463
H -0.785 -0.468 -4.853
H -0.926 -0.793 -2.407
H 0.041 1.710 -5.730
H 0.864 3.980 -5.296
H 1.548 5.725 -3.708
H 1.947 6.431 -1.346
H 1.916 5.847 1.078
H 1.158 3.572 1.751
Br -3.892 -2.940 -1.734
C -4.468 -2.504 0.015
C -5.649 -3.093 0.440
C -6.138 -2.836 1.712
C -5.441 -2.003 2.575
C -4.250 -1.438 2.158
C -3.754 -1.671 0.874
C -2.485 -1.004 0.525
O -1.647 -0.751 1.465
O -2.172 -0.648 -0.633
H -6.184 -3.750 -0.230
H -7.066 -3.293 2.024
H -5.819 -1.802 3.567
H -3.684 -0.796 2.818

=====

10
Properties=species:S:1:pos:R:3 method="wB97M-V/def2-TZVPD" smiles="N/N=C/NO" orbital_gap_ev=9.3 homo_energy_ev=-8.40 e_above_lowest_ev=4.613
C -0.175 -0.325 -0.360
H 1.161 -2.441 1.153
H -0.290 -2.398 -0.020
H -0.706 -0.915 -0.980
H -1.450 1.345 -1.253
H 0.258 2.443 0.488
N 0.750 -2.061 0.223
N 0.857 -0.589 0.301
N -0.545 1.041 -0.688
O -0.670 1.897 0.490

=====

20
Properties=species:S:1:pos:R:3 method="wB97M-V/def2-TZVPD" smiles="C=C(O)/C=C/CCC" orbital_gap_ev=9.1 homo_energy_ev=-8.26 e_above_lowest_ev=3.204
C -0.259 1.897 -1.421
C 0.746 2.271 -0.513
C 0.620 1.495 0.797
C 0.387 -3.056 0.063
C -0.652 -2.344 0.673
O -1.933 -2.760 0.540
C -0.668 -0.862 1.000
C 0.424 -0.071 0.730
H -0.568 2.814 -2.006
H 0.010 1.323 -2.377
H -1.001 1.274 -0.956
H 0.742 3.381 -0.143
H 1.831 2.220 -0.933
H 1.261 1.825 1.439
H -0.287 1.924 1.298
H 1.365 -2.811 0.098
H 0.217 -4.029 -0.383
H -2.016 -3.673 0.203
H -1.519 -0.378 1.469
H 1.301 -0.444 0.424

=====

35
Properties=species:S:1:pos:R:3 method="wB97M-V/def2-TZVPD" smiles=CCCSc1nnc(-c2c[nH]c3ccccc23)n1C orbital_gap_ev=8.4 homo_energy_ev=-7.73 e_above_lowest_ev=0.055
C -4.219 -0.902 -1.224
C -4.553 -2.303 -0.730
C -3.649 -2.746 0.410
H -3.922 -3.741 0.762
H -3.666 -2.032 1.232
S -1.897 -2.867 -0.092
C -1.320 -1.352 0.530
N -1.998 -0.466 1.208
N -1.160 0.537 1.506
C 0.017 0.264 1.007
N -0.025 -0.950 0.364
C 1.027 -1.719 -0.233
H 0.886 -1.787 -1.314
H 1.983 -1.247 -0.018
H 1.014 -2.731 0.177
C 1.183 1.104 1.141
C 1.548 1.746 2.295
N 2.686 2.465 2.088
C 3.075 2.325 0.786
C 4.153 2.879 0.107
C 4.283 2.586 -1.233
C 3.355 1.774 -1.889
C 2.287 1.219 -1.221
C 2.144 1.473 0.143
H 1.565 0.615 -1.749
H 3.479 1.586 -2.945
H 5.109 3.000 -1.792
H 4.857 3.523 0.614
H 3.153 3.028 2.779
H 1.061 1.721 3.250
H -4.476 -3.015 -1.555
H -5.581 -2.327 -0.361
H -4.951 -0.574 -1.958
H -4.210 -0.200 -0.393
H -3.237 -0.886 -1.692